A molecular structure, C13H17MnNS in a non-equilibrium geometry. Source: OMol25; level of theory: wB97M-V/def2-TZVPD.

Geometry (Å):
C  1.100  -0.628  -1.284
C  0.303  2.341  -1.827
C  -0.398  -0.910  -1.334
H  1.626  -1.598  -1.302
C  -0.944  2.154  -1.353
H  0.952  3.135  -1.442
H  -0.677  -1.968  -1.122
H  -1.294  2.722  -0.480
C  -1.401  -0.257  -2.263
H  -2.296  -0.907  -2.305
H  -1.066  -0.249  -3.310
C  1.711  0.236  -2.411
H  1.840  -0.427  -3.286
H  2.725  0.534  -2.116
C  0.914  1.462  -2.879
H  0.134  1.093  -3.546
H  1.575  2.068  -3.508
C  -1.926  1.180  -1.943
H  -2.354  1.581  -2.881
H  -2.767  1.082  -1.242
Mn  -0.131  -0.117  0.593
H  1.416  -0.113  -0.275
S  0.722  1.492  2.146
C  0.411  0.100  3.088
C  0.338  -0.049  4.477
C  0.024  -1.321  4.980
C  -0.207  -2.416  4.131
C  -0.165  -2.221  2.753
N  0.118  -0.987  2.285
H  0.513  0.836  5.095
H  -0.043  -1.453  6.058
H  -0.419  -3.411  4.507
H  -0.333  -2.983  1.996

Values from the calculation:
- highest occupied orbital energy (alpha / beta) (eV) = -6.6 / -7.6
- multiplicity = 6
- HOMO-LUMO gap (alpha / beta) (Eh) = 0.2562 / 0.2800
- relative energy (zero: lowest compared OMol25 entry of this formula, charge and spin) (kJ/mol) = 0.0
- electronic energy (hartree) = -2109.42516

These are the Löwdin partial charges, in e, on atoms 1 to 8:
1 C -0.2869
2 C -0.1006
3 C -0.3165
4 H 0.1136
5 C -0.1469
6 H 0.1084
7 H 0.0698
8 H 0.0968

=====

A molecular structure, C13H17N3O2V in a non-equilibrium geometry. Source: OMol25; level of theory: wB97M-V/def2-TZVPD.

Geometry (Å):
C  -0.234  0.777  3.315
C  0.033  -0.626  3.149
H  0.690  1.330  3.450
H  -0.941  1.011  4.115
H  -0.611  1.470  2.491
H  0.130  -1.162  2.107
H  1.056  -0.831  3.485
H  -0.652  -1.249  3.717
C  0.106  2.524  -0.229
C  0.637  3.352  -1.240
C  0.963  2.804  -2.523
C  0.816  1.430  -2.796
H  -0.212  2.833  0.779
H  0.871  4.399  -0.948
H  1.426  3.455  -3.267
H  1.196  0.938  -3.691
N  -0.005  1.177  -0.492
C  0.259  0.649  -1.752
C  0.125  -0.780  -1.784
N  -0.276  -1.310  -0.557
C  -0.448  -2.644  -0.379
C  0.406  -3.000  -2.656
C  -0.117  -3.530  -1.429
H  -0.840  -2.985  0.620
H  -0.216  -4.613  -1.236
C  0.560  -1.628  -2.845
H  1.074  -1.186  -3.680
H  0.750  -3.698  -3.437
V  -1.123  -0.003  0.622
C  -3.258  0.097  0.266
H  -3.646  -0.912  0.077
H  -3.624  0.774  -0.516
H  -3.577  0.465  1.243
O  3.089  0.441  3.073
N  3.261  0.203  1.870
O  2.331  0.026  1.076

Values from the calculation:
- highest occupied orbital energy (alpha / beta) (eV) = -6.0 / -6.0
- multiplicity = 4
- HOMO-LUMO gap (alpha / beta) (Eh) = 0.1741 / 0.1650
- relative energy (zero: lowest compared OMol25 entry of this formula, charge and spin) (kJ/mol) = 0.0
- electronic energy (hartree) = -1764.09582

These are the Löwdin partial charges, in e, on atoms 1 to 8:
1 C -0.1984
2 C -0.2109
3 H 0.0684
4 H 0.0847
5 H 0.0516
6 H 0.0642
7 H 0.0708
8 H 0.0743

=====

A molecular structure, C13H17N5O8S2 in a non-equilibrium geometry. Source: OMol25; level of theory: wB97M-V/def2-TZVPD.

Geometry (Å):
O  0.463  2.553  0.188
O  3.655  -2.440  0.157
O  -3.482  1.480  0.185
O  -3.671  -2.364  -1.955
O  -2.373  -1.463  -0.147
O  -4.763  -1.155  -0.168
N  -1.502  0.241  2.093
N  2.119  0.405  1.628
O  2.103  -1.286  -0.963
O  3.098  0.928  0.751
S  -1.524  -1.473  4.034
C  0.394  1.334  0.211
C  3.192  -1.368  -0.180
C  -3.002  1.166  -0.887
C  -2.288  -0.470  2.829
C  -0.004  -0.880  3.388
C  -0.159  0.002  2.331
C  0.842  0.612  1.425
N  -0.438  0.678  -0.706
N  -3.438  0.255  -1.781
C  4.764  0.493  -0.876
C  4.942  -0.447  1.417
C  3.983  -0.120  0.288
C  -2.395  1.183  -3.815
C  -1.566  1.337  -1.416
C  -2.192  0.478  -2.528
N  -3.616  -0.327  2.316
S  -3.555  -1.262  -1.031
H  1.848  -2.173  -1.115
H  0.998  -1.195  3.692
H  -0.573  -0.312  -0.463
H  4.064  1.051  -1.497
H  5.173  -0.272  -1.527
H  5.554  1.217  -0.562
H  5.462  0.442  1.752
H  4.381  -0.855  2.284
H  5.659  -1.153  1.016
H  -3.104  1.998  -3.705
H  -2.817  0.465  -4.535
H  -1.456  1.557  -4.247
H  -1.417  2.381  -1.715
H  -1.610  -0.435  -2.646
H  -4.314  -0.414  3.034
H  -3.652  0.597  1.881
H  -3.786  -0.992  1.564

Values from the calculation:
- highest occupied orbital energy (eV) = -9.4
- HOMO-LUMO gap (Eh) = 0.3133
- electronic energy (hartree) = -2177.54451

These are the Löwdin partial charges, in e, on atoms 1 to 8:
1 O 0.1050
2 O 0.1103
3 O 0.0858
4 O -0.2853
5 O -0.3481
6 O -0.3524
7 N 0.1167
8 N 0.1511

=====

2 unconnected molecules or ions with the total composition C13H17NS in a non-equilibrium geometry. Source: OMol25; level of theory: wB97M-V/def2-TZVPD.

Geometry (Å):
C  0.210  -1.298  -4.531
C  0.468  -2.281  -3.589
C  -0.625  -0.181  -4.301
C  -0.095  -2.172  -2.320
C  -1.282  -0.161  -3.040
C  -0.937  -1.143  -2.078
C  -2.320  0.715  -2.414
C  -2.560  0.263  -1.181
C  -1.607  -0.734  -0.850
C  1.974  -0.123  3.510
C  1.376  0.881  2.562
C  -0.094  0.480  2.201
C  -0.633  1.357  1.046
N  -0.200  0.826  -0.283
S  -0.201  1.949  -1.479
H  0.666  -1.314  -5.546
H  0.982  -3.164  -4.002
H  -1.163  0.378  -5.065
H  0.065  -2.996  -1.640
H  -2.748  1.507  -2.982
H  -3.299  0.707  -0.480
H  -1.652  -1.175  0.169
H  1.331  -0.136  4.391
H  2.183  -1.038  2.855
H  2.933  0.133  4.057
H  1.258  1.950  3.103
H  2.041  1.069  1.567
H  -0.180  -0.694  1.807
H  -0.779  0.489  3.053
H  -0.306  2.370  1.286
H  -1.669  1.307  0.985
H  1.018  1.623  -1.787

Values from the calculation:
- highest occupied orbital energy (alpha / beta) (eV) = -7.9 / -7.9
- HOMO-LUMO gap (alpha / beta) (Eh) = 0.2850 / 0.2850
- relative energy (zero: lowest compared OMol25 entry of this formula, charge and spin) (kJ/mol) = 303.7
- electronic energy (hartree) = -958.32819

These are the Löwdin partial charges, in e, on atoms 1 to 8:
1 C -0.1026
2 C -0.0948
3 C -0.0297
4 C -0.0316
5 C -0.2249
6 C -0.2230
7 C -0.1438
8 C -0.1758

=====

A molecular structure, C13H18AlN3S2 in a non-equilibrium geometry. Source: OMol25; level of theory: wB97M-V/def2-TZVPD.

Geometry (Å):
Al  0.202  0.124  0.960
C  -1.934  4.606  2.719
S  -2.247  4.094  0.967
C  -1.101  2.771  0.909
S  -0.763  1.793  2.292
N  -0.707  2.493  -0.314
N  0.111  1.409  -0.399
C  1.212  1.514  -1.196
C  2.321  0.645  -0.922
C  3.571  0.586  -1.620
C  4.485  -0.401  -1.253
C  4.161  -1.220  -0.137
C  3.040  -1.045  0.608
N  2.096  -0.156  0.268
H  -2.441  5.621  2.817
H  -2.425  3.875  3.335
H  -0.854  4.626  2.946
H  1.346  2.445  -1.868
H  3.838  1.462  -2.308
H  5.391  -0.529  -1.872
H  4.823  -2.034  0.191
H  2.812  -1.720  1.471
C  -1.645  -3.413  0.156
C  -1.643  -1.998  -0.434
C  -3.048  -1.333  -0.677
C  -0.803  -1.781  -1.666
C  -1.187  -1.185  0.675
H  -1.611  -4.193  -0.606
H  -2.488  -3.518  0.845
H  -0.764  -3.573  0.782
H  -3.712  -1.919  -1.286
H  -2.935  -0.327  -1.118
H  -3.616  -1.088  0.218
H  -1.190  -2.356  -2.543
H  0.229  -2.152  -1.491
H  -0.780  -0.754  -2.056
H  -1.743  -1.366  1.607

Values from the calculation:
- highest occupied orbital energy (alpha / beta) (eV) = -7.5 / -6.5
- HOMO-LUMO gap (alpha / beta) (Eh) = 0.2439 / 0.2269
- electronic energy (hartree) = -1709.19243

These are the Löwdin partial charges, in e, on atoms 1 to 8:
1 Al 0.2342
2 C -0.4215
3 S 0.8243
4 C -1.0733
5 S 0.6945
6 N -0.0645
7 N -0.1557
8 C -0.0539

=====

A molecular structure, C13H18AsN6S4Tl. Source: OMol25; level of theory: wB97M-V/def2-TZVPD.

Geometry (Å):
Tl  -0.647  -1.050  -0.022
N  -0.950  2.285  2.461
C  -0.440  1.697  3.703
C  0.685  0.690  3.503
N  0.203  -0.476  2.784
H  -0.188  2.786  2.014
H  -1.169  1.522  1.825
H  -1.280  1.197  4.199
H  -0.109  2.503  4.365
H  1.139  0.456  4.480
H  1.465  1.144  2.883
H  -0.444  -1.010  3.357
H  0.972  -1.118  2.545
S  2.229  -2.927  1.822
As  2.378  -2.407  -0.280
S  0.713  -3.335  -1.357
S  1.930  -0.221  -0.423
S  4.291  -2.842  -1.125
N  -4.580  5.084  -3.835
C  -3.995  4.347  -3.175
C  -3.264  3.425  -2.327
C  -3.884  2.282  -1.843
C  -3.154  1.453  -1.002
N  -1.904  1.709  -0.645
C  -1.311  2.790  -1.132
C  -1.948  3.687  -1.981
H  -4.900  2.039  -2.124
H  -3.579  0.539  -0.601
H  -0.278  2.942  -0.836
H  -1.433  4.556  -2.366
N  -0.897  0.072  -6.940
C  -0.811  -0.111  -5.559
C  -1.593  -1.062  -4.911
C  -1.497  -1.174  -3.534
N  -0.704  -0.417  -2.787
C  0.051  0.481  -3.409
C  0.027  0.680  -4.780
H  -1.246  -0.719  -7.453
H  -0.090  0.497  -7.365
H  -2.247  -1.720  -5.472
H  -2.069  -1.926  -2.999
H  0.736  1.032  -2.772
H  0.675  1.419  -5.237

Values from the calculation:
- highest occupied orbital energy (eV) = -0.4
- HOMO-LUMO gap (Eh) = 0.1514
- total charge = -2
- electronic energy (hartree) = -4835.83151

These are the Löwdin partial charges, in e, on atoms 1 to 8:
1 Tl 0.2177
2 N -0.0125
3 C -0.3102
4 C -0.3075
5 N -0.0879
6 H 0.0516
7 H 0.0096
8 H 0.0961

=====

A molecular structure, C13H18Br16F8NO2P2 in a non-equilibrium geometry. Source: OMol25; level of theory: wB97M-V/def2-TZVPD.

Geometry (Å):
C  -3.018  1.462  -0.200
C  -1.815  1.129  -1.299
Br  -2.728  1.276  -3.118
C  -1.313  -0.422  -1.130
C  0.312  -0.621  -1.034
O  0.696  -0.558  -2.482
P  1.419  0.968  -3.016
F  3.038  0.330  -3.273
O  1.656  1.543  -1.371
C  1.251  0.530  -0.341
P  2.958  -0.370  -0.080
N  4.228  0.552  -0.482
C  0.871  1.134  1.135
F  2.157  1.679  1.707
F  -0.053  2.323  1.077
C  0.185  0.064  2.171
F  -1.319  -0.005  2.051
F  0.680  -1.327  2.060
C  0.451  0.513  3.760
F  -0.479  -0.368  4.558
F  0.008  1.916  4.033
F  1.819  0.203  4.234
H  -3.742  2.244  -0.710
H  -2.557  1.867  0.797
H  -3.647  0.468  -0.073
H  -0.959  1.930  -1.311
H  -1.660  -0.994  -2.119
H  -1.921  -0.944  -0.253
H  0.415  -1.651  -0.481
H  0.180  1.705  -3.162
H  1.150  0.601  -4.413
H  1.999  2.184  -3.604
H  2.955  -1.504  -0.995
H  3.125  -0.769  1.305
H  4.764  0.110  -1.271
C  -3.739  0.249  6.596
Br  -5.429  0.712  5.751
Br  -3.531  -1.675  6.792
Br  -2.226  1.052  5.675
H  -3.760  0.673  7.606
C  -2.986  1.319  -7.558
Br  -3.159  0.655  -9.378
Br  -4.618  1.057  -6.533
Br  -1.436  0.564  -6.656
H  -2.821  2.399  -7.626
C  4.391  -4.855  -1.826
Br  6.006  -3.789  -2.027
Br  4.482  -6.021  -0.271
Br  2.791  -3.749  -1.808
H  4.323  -5.502  -2.707
C  -8.233  1.136  8.864
Br  -9.642  -0.021  9.543
Br  -8.410  2.957  9.526
Br  -6.465  0.406  9.216
H  -8.351  1.179  7.776
C  8.365  -1.123  -4.825
Br  8.806  -2.969  -5.251
Br  6.475  -0.906  -4.418
Br  9.496  -0.417  -3.408
H  8.569  -0.530  -5.722

Values from the calculation:
- highest occupied orbital energy (eV) = -5.4
- HOMO-LUMO gap (Eh) = 0.2249
- total charge = -1
- electronic energy (hartree) = -43376.96559

These are the Löwdin partial charges, in e, on atoms 1 to 8:
1 C -0.1755
2 C -0.6301
3 Br 0.5474
4 C -0.1827
5 C -0.2990
6 O -0.3493
7 P 0.4931
8 F -0.4043

=====

C13H18BrN3O2 in the gas phase in a non-equilibrium geometry. Source: OMol25; level of theory: wB97M-V/def2-TZVPD.

Geometry (Å):
C  3.992  3.681  -2.311
C  3.116  3.173  -1.191
C  2.400  1.876  -1.523
N  1.491  1.377  -0.474
C  1.047  -0.032  -0.575
C  0.762  -0.528  0.834
C  -0.278  0.347  1.426
N  -1.440  -0.018  1.893
N  -1.876  -1.330  1.766
C  -3.176  -1.808  1.597
O  -4.151  -1.072  1.743
C  -3.382  -3.170  1.108
C  -4.476  -3.588  0.462
C  -4.195  -4.913  0.063
C  -2.956  -5.227  0.509
Br  -2.048  -6.848  0.108
O  -2.408  -4.129  1.084
C  0.072  1.812  1.522
C  0.462  2.276  0.109
H  4.585  4.585  -1.991
H  4.713  2.915  -2.578
H  3.412  3.963  -3.189
H  3.738  3.065  -0.320
H  2.366  3.928  -0.990
H  3.133  1.076  -1.706
H  1.834  2.013  -2.425
H  1.797  -0.621  -1.030
H  0.150  -0.091  -1.208
H  1.690  -0.475  1.372
H  0.453  -1.561  0.737
H  -1.176  -1.993  1.622
H  -5.364  -2.979  0.288
H  -4.816  -5.569  -0.525
H  -0.773  2.343  1.911
H  0.918  1.930  2.217
H  0.810  3.331  0.214
H  -0.427  2.260  -0.549

Values from the calculation:
- highest occupied orbital energy (eV) = -8.4
- HOMO-LUMO gap (Eh) = 0.3234
- electronic energy (hartree) = -3394.84946

These are the Löwdin partial charges, in e, on atoms 1 to 8:
1 C -0.1211
2 C -0.2663
3 C -0.2007
4 N -0.1698
5 C -0.1680
6 C -0.1126
7 C -0.2776
8 N 0.1265